A structure of composition C47H39BrN3O5P2ReS. Source: the OMol25 dataset; level of theory: ωB97M-V/def2-TZVPD.

```
99
Properties=species:S:1:pos:R:3
Re 0.2029 -0.1409 -0.0249
O -2.6402 -0.8145 0.8583
P -3.4954 -1.6224 -0.0060
C -0.7370 -2.5964 -2.2182
P 0.8453 -1.8681 -2.8105
O 1.0968 -0.6817 -1.8689
C 0.5841 -1.2747 -4.4644
C 0.6847 0.0889 -4.7367
C 0.4870 0.5404 -6.0325
C 0.1862 -0.3631 -7.0441
C 0.0901 -1.7246 -6.7718
C 0.2973 -2.1856 -5.4837
C 2.1058 -3.1126 -2.7454
C 1.8173 -4.4433 -2.4391
C 2.8389 -5.3804 -2.4367
C 4.1391 -4.9926 -2.7337
C 4.4275 -3.6657 -3.0392
C 3.4124 -2.7254 -3.0521
C -3.4322 -3.3618 0.0580
C -3.5488 -4.1348 -1.1111
C -3.5601 -5.5110 -0.9958
C -3.4823 -6.1088 0.2607
C -3.3721 -5.3397 1.4164
C -3.3344 -3.9617 1.3226
C -4.7295 -0.8727 -0.9586
C -5.6396 -1.6145 -1.7331
C -6.6131 -0.9444 -2.4440
C -6.6968 0.4449 -2.3696
C -5.8099 1.1807 -1.5831
C -4.8217 0.5308 -0.8790
H -1.2251 -3.2593 -2.9306
H -0.5808 -3.1088 -1.2690
H 0.9244 0.7839 -3.9416
H 0.5792 1.5947 -6.2570
H 0.0388 -0.0089 -8.0557
H -0.1315 -2.4234 -7.5667
H 0.2464 -3.2498 -5.2781
H 0.8078 -4.7668 -2.2105
H 2.6196 -6.4151 -2.2104
H 4.9317 -5.7288 -2.7377
H 5.4394 -3.3710 -3.2818
H 3.6315 -1.6953 -3.3110
H -3.6074 -3.6649 -2.0862
H -3.6411 -6.1248 -1.8829
H -3.5121 -7.1876 0.3389
H -3.3239 -5.8168 2.3854
H -3.2551 -3.3506 2.2140
H -5.5998 -2.6937 -1.7603
H -7.3212 -1.5005 -3.0422
H -7.4757 0.9595 -2.9173
H -5.9078 2.2555 -1.5162
H -4.1329 1.0776 -0.2482
O -1.2958 1.1582 -0.9659
C -1.8562 1.4715 -2.2236
C -1.9677 2.8217 -2.5027
C -2.5624 3.2565 -3.6753
C -3.0549 2.3288 -4.5832
C -2.9413 0.9843 -4.2998
C -2.3447 0.5192 -3.1216
C -2.2810 -0.9575 -3.0108
O -2.8052 -1.7219 -3.7641
O -1.5503 -1.4360 -1.9304
H -1.3894 1.9530 -0.4218
H -1.5840 3.5492 -1.7937
H -2.6354 4.3173 -3.8741
H -3.5185 2.6533 -5.5042
H -3.3074 0.2423 -4.9967
Br -0.0790 -3.0164 1.7700
C 1.6823 -2.3860 1.5416
C 2.7453 -3.0716 2.0898
C 4.0216 -2.5789 1.8681
C 4.1764 -1.4281 1.1083
C 3.0555 -0.8063 0.6060
N 1.8067 -1.2712 0.8185
H 2.5725 -3.9658 2.6704
H 4.8807 -3.0894 2.2822
H 5.1536 -1.0130 0.9082
H 3.1311 0.0904 0.0038
S 1.6646 4.4105 4.5955
C 1.2074 3.1648 3.4846
C 0.8754 1.8477 3.8244
C 0.5369 0.9588 2.8354
N 0.4863 1.2811 1.5240
C 0.7989 2.5568 1.1994
C 1.1635 3.5025 2.1210
C 1.5857 3.5636 6.1595
C 0.4102 3.5605 6.8904
C 0.4090 2.8889 8.1086
N 1.4778 2.2625 8.5920
C 2.6062 2.2968 7.8908
C 2.7151 2.9388 6.6608
H 0.8844 1.5179 4.8535
H 0.2816 -0.0641 3.0823
H 0.7751 2.8064 0.1442
H 1.4143 4.5013 1.7890
H -0.4767 4.0690 6.5369
H -0.4867 2.8603 8.7166
H 3.4635 1.7971 8.3249
H 3.6553 2.9561 6.1261
```

## Properties
2S+1 = 4
HOMO energy (spin up / spin down) = -14.86 / -14.35 eV
total charge = +3

Mulliken atomic charge list, values in e, 2 entries: atom 1 (Re): 0.728, atom 2 (O): -0.783

=====

A structure of composition C47H39Cl2IrN7O5S2. Source: the OMol25 dataset; level of theory: ωB97M-V/def2-TZVPD.

```
103
Properties=species:S:1:pos:R:3
Ir 0.8309 1.1459 0.4236
N 1.8025 5.2322 0.5434
C 2.7008 5.2836 1.6227
C 3.7963 6.1388 1.6224
C 4.6438 6.1807 2.7197
C 4.4254 5.3496 3.8102
C 3.3466 4.4765 3.8024
C 2.4740 4.4595 2.7248
S 1.0216 3.4724 2.6932
N 1.0422 3.0520 1.0460
C 1.3072 3.9848 0.1446
C 1.1015 3.6258 -1.1973
C 1.2592 4.5107 -2.2944
C 1.0193 4.0899 -3.5673
C 0.6103 2.7524 -3.7636
C 0.4593 1.9445 -2.6582
N 0.6853 2.3033 -1.3909
H 2.0553 5.8364 -0.2207
H 3.9789 6.7760 0.7642
H 5.4898 6.8557 2.7125
H 5.0966 5.3729 4.6584
H 3.1672 3.8096 4.6371
H 1.5464 5.5397 -2.1184
H 1.1304 4.7690 -4.4024
H 0.4160 2.3565 -4.7501
H 0.1399 0.9231 -2.8049
C 3.6853 -2.5449 -1.5671
O 2.3485 -2.0991 -1.7587
C 1.6700 -2.5476 -2.8271
C 2.1844 -3.3774 -3.8167
C 1.3779 -3.7953 -4.8683
C 0.0595 -3.3851 -4.9530
C -0.4511 -2.5398 -3.9760
C 0.3347 -2.1298 -2.9111
N -0.1970 -1.2863 -1.8989
C -1.3436 -1.5600 -1.2923
N -1.9797 -2.7590 -1.3116
C -3.0673 -2.6873 -0.4068
C -2.9779 -1.4474 0.2181
C -3.8219 -1.0523 1.2304
C -4.8011 -1.9652 1.6008
C -4.9060 -3.2076 0.9948
C -4.0347 -3.6066 -0.0157
O -4.2263 -4.8592 -0.5053
C -3.3338 -5.3760 -1.4721
N -1.8925 -0.7414 -0.3672
C -2.0458 0.6738 -0.5840
C -1.7332 1.5596 0.4335
C -1.9417 2.9151 0.2455
C -2.4618 3.3660 -0.9595
C -2.7779 2.4755 -1.9750
C -2.5589 1.1172 -1.7950
O -2.8876 0.1611 -2.7287
C -2.5403 0.4297 -4.0841
H 4.0061 -2.1099 -0.6261
H 4.3326 -2.1901 -2.3716
H 3.7225 -3.6354 -1.5090
H 3.2109 -3.7083 -3.7648
H 1.7954 -4.4414 -5.6289
H -0.5637 -3.6970 -5.7797
H -1.4684 -2.1698 -4.0517
H 0.3763 -0.5784 -1.4014
H -2.0059 -3.3026 -2.1556
H -3.7228 -0.0878 1.7066
H -5.4852 -1.7159 2.4005
H -5.6473 -3.9222 1.3245
H -3.6338 -6.4064 -1.6384
H -2.3006 -5.3629 -1.1184
H -3.4224 -4.8386 -2.4232
H -1.2611 1.1718 1.3270
H -1.6722 3.6138 1.0255
H -2.6247 4.4242 -1.1167
H -3.1957 2.8389 -2.9027
H -3.0638 -0.3103 -4.6861
H -1.4626 0.3340 -4.2322
H -2.8571 1.4214 -4.4006
Cl 1.0304 0.1581 5.0949
C 2.5359 0.4152 4.2646
C 3.6508 0.6533 5.0480
C 4.8725 0.8807 4.4390
C 4.9550 0.8587 3.0600
C 3.8250 0.6196 2.2903
Cl 4.0868 0.5966 0.5706
C 2.5619 0.3885 2.8581
N 1.3263 0.2171 2.2016
H 3.5473 0.6604 6.1241
H 5.7547 1.0739 5.0343
H 5.8966 1.0317 2.5581
O -4.1985 -3.8459 4.0976
C -3.6540 -4.1371 2.8938
O -4.1064 -5.0335 2.2375
C -2.4914 -3.3028 2.4638
C -1.6396 -3.8341 1.5024
C -0.5317 -3.1158 1.0855
C -0.2797 -1.8540 1.6143
S 1.1933 -1.0059 1.0623
C -1.1468 -1.2947 2.5432
C -2.2419 -2.0262 2.9693
H -3.6683 -3.1790 4.5493
H -1.8541 -4.8179 1.1059
H 0.1527 -3.5406 0.3578
H -0.9376 -0.3009 2.9143
H -2.9230 -1.5643 3.6768
```

## Properties
2S+1 = 2
HOMO energy (spin up / spin down) = -4.80 / -5.64 eV

Mulliken atomic charge list, values in e, 2 entries: atom 1 (Ir): 0.638, atom 2 (N): -0.163

=====

The calculation returns the following ΔE to the lowest compared entry with this formula, charge and spin values, one per record and in order: 4.791 2.598 eV.